<w>
Molecular formula: C9H14
Method: DFT, ωB97M-V/def2-TZVPD

The SMILES is Cc1ccccc1.CC. The frontier orbital gap comes out at 10.055 eV. Its molar mass is 122.21 g mol⁻¹.

CARTESIAN COORDINATES (ANGSTROEM)
1 C -0.07270 -2.91066 0.61932
2 C 0.42489 -1.50716 0.81069
3 C 0.32813 -0.93818 2.08500
4 C 0.94724 0.28256 2.32567
5 C 1.37444 1.05765 1.26298
6 C 1.54164 0.52878 -0.01584
7 C 1.04714 -0.76302 -0.17528
8 H 0.58120 -3.49859 1.23620
9 H 0.22752 -3.36660 -0.32502
10 H -1.09595 -3.07801 0.93194
11 H -0.04909 -1.49842 2.93223
12 H 1.00796 0.60354 3.35683
13 H 1.92025 1.95655 1.52398
14 H 1.99930 1.05783 -0.83327
15 H 1.18253 -1.26986 -1.11649
16 C -1.62677 1.72234 -1.05243
17 C -1.20025 1.73501 -2.53591
18 H -2.07069 0.74582 -0.86747
19 H -0.73980 1.86249 -0.44694
20 H -2.42751 2.42235 -0.88002
21 H -0.16511 1.99655 -2.75070
22 H -1.97897 2.13342 -3.18453
23 H -1.15538 0.72562 -2.90090

***

<x>
Molecular formula: C9H14
Method: DFT, ωB97M-V/def2-TZVPD

The SMILES is Cc1ccccc1.CC. The frontier orbital gap comes out at 10.043 eV. Its molar mass is 122.21 g mol⁻¹.

CARTESIAN COORDINATES (ANGSTROEM)
1 C 0.87959 1.36844 3.93712
2 C 0.14376 1.04641 2.67117
3 C 0.58970 -0.01080 1.87295
4 C -0.05708 -0.31076 0.68975
5 C -1.14235 0.46969 0.27275
6 C -1.64060 1.44732 1.11164
7 C -0.97653 1.75976 2.29120
8 H 1.91774 1.65414 3.75348
9 H 0.92904 0.49944 4.60257
10 H 0.42092 2.17537 4.50758
11 H 1.35324 -0.67598 2.25166
12 H 0.28654 -1.10534 0.04522
13 H -1.72568 0.08662 -0.56294
14 H -2.54746 1.96864 0.83154
15 H -1.40906 2.51167 2.93617
16 C 1.12761 -1.57795 -3.92307
17 C -0.38180 -1.59779 -3.93201
18 H 1.47057 -1.92818 -2.94634
19 H 1.56282 -2.30718 -4.61646
20 H 1.57187 -0.60261 -4.11317
21 H -0.74647 -2.57003 -3.60003
22 H -0.77310 -0.90201 -3.18846
23 H -0.85325 -1.39884 -4.89233

***

<y>
Molecular formula: C9H14
Method: DFT, ωB97M-V/def2-TZVPD

The SMILES is Cc1ccccc1.CC. The frontier orbital gap comes out at 10.026 eV. Its molar mass is 122.21 g mol⁻¹.

CARTESIAN COORDINATES (ANGSTROEM)
1 C -2.21172 -0.89405 -1.82028
2 C -1.03615 -0.03112 -1.49822
3 C -1.15960 1.33263 -1.26844
4 C -0.07568 2.00098 -0.73478
5 C 1.11701 1.40524 -0.37774
6 C 1.32689 0.08180 -0.77998
7 C 0.21633 -0.62429 -1.25703
8 H -2.68712 -0.44963 -2.71315
9 H -3.02136 -0.89270 -1.08604
10 H -1.89504 -1.89856 -2.10623
11 H -2.09227 1.83554 -1.48515
12 H -0.13708 3.10049 -0.72517
13 H 1.92974 1.99181 0.03293
14 H 2.28686 -0.42541 -0.82316
15 H 0.33050 -1.67010 -1.51792
16 C 1.47469 -0.72941 2.90256
17 C 0.33799 -1.56329 3.41906
18 H 2.21249 -1.32575 2.32522
19 H 1.22272 -0.02009 2.11321
20 H 2.13806 -0.47854 3.73774
21 H 0.63433 -2.56256 3.73171
22 H -0.14602 -1.10475 4.29727
23 H -0.48643 -1.61877 2.70188

***

<z>
Molecular formula: C9H14
Method: DFT, ωB97M-V/def2-TZVPD

The SMILES is Cc1ccccc1.CC. The frontier orbital gap comes out at 10.028 eV. Its molar mass is 122.21 g mol⁻¹.

CARTESIAN COORDINATES (ANGSTROEM)
1 C -1.76207 1.49107 2.15691
2 C -1.33555 0.40547 1.13215
3 C -1.09897 -0.85979 1.56695
4 C -1.16659 -1.87239 0.55701
5 C -1.38253 -1.50510 -0.74330
6 C -1.43610 -0.15176 -1.16504
7 C -1.38348 0.87390 -0.20156
8 H -2.80635 1.25046 2.35700
9 H -1.65532 2.55982 1.68485
10 H -1.06909 1.45934 2.97605
11 H -1.00157 -1.19904 2.61170
12 H -1.15188 -2.85623 1.04031
13 H -1.60541 -2.25693 -1.48929
14 H -1.40366 0.14089 -2.19585
15 H -1.22398 1.92205 -0.46267
16 C 3.30493 -0.35031 -1.34549
17 C 1.98421 0.47315 -1.10553
18 H 3.07761 -1.43199 -1.24383
19 H 3.75407 -0.08066 -2.32821
20 H 4.05787 -0.17070 -0.58458
21 H 1.33876 0.31664 -1.94826
22 H 2.34289 1.51170 -1.18557
23 H 1.62222 0.33041 -0.08374

***

The structure with the least stability is <z>.

***

<w>
Molecular formula: C9H14
Method: DFT, ωB97M-V/def2-TZVPD

The SMILES is Cc1ccccc1.CC. The frontier orbital gap comes out at 9.842 eV. Its molar mass is 122.21 g mol⁻¹.

CARTESIAN COORDINATES (ANGSTROEM)
1 C 2.60558 0.98003 -0.60755
2 C 1.69031 0.46648 0.37021
3 C 0.29559 0.52538 0.11932
4 C -0.59104 0.23209 1.10100
5 C -0.17580 0.10794 2.45751
6 C 1.18278 -0.00536 2.72473
7 C 2.08244 0.18738 1.67558
8 H 2.84226 1.96700 -0.15342
9 H 2.25022 1.13026 -1.65033
10 H 3.43186 0.35478 -1.01050
11 H 0.07263 0.82244 -0.91101
12 H -1.69128 0.15874 0.92859
13 H -0.85864 0.11134 3.26822
14 H 1.49774 -0.37398 3.70060
15 H 3.14715 0.16683 1.78417
16 C -1.89759 -1.52448 -1.50576
17 C -2.46058 -0.17229 -1.90064
18 H -1.60770 -2.04628 -2.40668
19 H -1.20137 -1.48414 -0.73470
20 H -2.66743 -2.18516 -1.21069
21 H -2.26468 0.61129 -1.15576
22 H -3.52424 -0.21312 -1.99608
23 H -2.15821 0.18284 -2.88678

***

<x>
Molecular formula: C9H14
Method: DFT, ωB97M-V/def2-TZVPD

The SMILES is Cc1ccccc1.CC. The frontier orbital gap comes out at 10.118 eV. Its molar mass is 122.21 g mol⁻¹.

CARTESIAN COORDINATES (ANGSTROEM)
1 C 0.08663 0.06093 -2.17154
2 C 0.57807 0.79525 -0.95015
3 C -0.24042 1.66378 -0.22925
4 C 0.26810 2.31847 0.88051
5 C 1.56343 2.11387 1.33359
6 C 2.37076 1.21629 0.64951
7 C 1.86266 0.56737 -0.47826
8 H -0.98793 -0.11173 -2.21218
9 H 0.60984 -0.87707 -2.34191
10 H 0.34584 0.69807 -3.01939
11 H -1.30864 1.68083 -0.40208
12 H -0.34166 3.01759 1.43084
13 H 2.03640 2.73474 2.07963
14 H 3.39566 0.98750 0.91897
15 H 2.45544 -0.25941 -0.86125
16 C -1.22384 -2.57371 0.21310
17 C -1.88838 -1.56612 1.13768
18 H -0.58479 -3.27707 0.74972
19 H -1.96870 -3.19863 -0.29106
20 H -0.72763 -2.06962 -0.60670
21 H -2.53180 -2.06841 1.87840
22 H -1.15960 -0.93512 1.66052
23 H -2.60944 -0.91779 0.63129

***

The structure with the least stability is <w>.

***

<w>
Molecular formula: C9H14
Method: DFT, ωB97M-V/def2-TZVPD

The SMILES is Cc1ccccc1.CC. The frontier orbital gap comes out at 9.858 eV. Its molar mass is 122.21 g mol⁻¹.

CARTESIAN COORDINATES (ANGSTROEM)
1 C -0.85713 -2.22811 -0.98729
2 C -1.02474 -1.05968 0.00979
3 C -0.84221 0.17979 -0.49191
4 C -1.46378 1.15047 0.34165
5 C -2.00597 0.93683 1.60477
6 C -1.83607 -0.38658 2.17382
7 C -1.61996 -1.42313 1.26123
8 H 0.20568 -2.50262 -1.15234
9 H -1.14163 -2.13249 -2.04666
10 H -1.42020 -3.16508 -0.80477
11 H -0.43913 0.39273 -1.47957
12 H -1.59480 2.19905 -0.03350
13 H -2.73106 1.66956 2.05000
14 H -2.24432 -0.61170 3.12691
15 H -1.89341 -2.48982 1.42409
16 C 2.45591 1.88714 -0.58085
17 C 2.82023 0.45132 -0.67446
18 H 2.38727 2.39836 0.41395
19 H 2.99292 2.58641 -1.11902
20 H 1.45658 1.99156 -1.02616
21 H 2.12360 -0.17035 -0.02857
22 H 3.82833 0.27885 -0.23427
23 H 2.84387 0.04748 -1.74686

***

<x>
Molecular formula: C9H14
Method: DFT, ωB97M-V/def2-TZVPD

The SMILES is Cc1ccccc1.CC. The frontier orbital gap comes out at 10.070 eV. Its molar mass is 122.21 g mol⁻¹.

CARTESIAN COORDINATES (ANGSTROEM)
1 C 0.40387 1.40020 2.37757
2 C -0.60695 0.77899 1.49420
3 C -0.75244 1.15837 0.16644
4 C -1.73617 0.58859 -0.64345
5 C -2.54870 -0.36231 -0.14528
6 C -2.43379 -0.79096 1.18843
7 C -1.45370 -0.20274 2.01238
8 H -0.00385 1.50409 3.37824
9 H 0.62217 2.41239 1.97522
10 H 1.37456 0.86274 2.40240
11 H -0.10766 1.95774 -0.24746
12 H -1.80133 0.84267 -1.67661
13 H -3.26181 -0.78957 -0.72906
14 H -3.10957 -1.49000 1.58422
15 H -1.38098 -0.53945 3.05587
16 C 1.59210 -0.38794 -1.86974
17 C 2.64125 -1.44893 -2.22971
18 H 1.98762 0.64118 -2.00483
19 H 0.70157 -0.50186 -2.47289
20 H 1.29969 -0.42593 -0.82869
21 H 2.19715 -2.38445 -1.91579
22 H 3.56129 -1.30120 -1.63765
23 H 2.81565 -1.52161 -3.23382

***

<y>
Molecular formula: C9H14
Method: DFT, ωB97M-V/def2-TZVPD

The SMILES is Cc1ccccc1.CC. The frontier orbital gap comes out at 9.675 eV. Its molar mass is 122.21 g mol⁻¹.

CARTESIAN COORDINATES (ANGSTROEM)
1 C 2.67257 -0.60121 -0.88069
2 C 1.56717 -0.41260 0.09741
3 C 1.79243 0.12902 1.35142
4 C 0.73583 0.07599 2.30395
5 C -0.41249 -0.68967 2.02148
6 C -0.45169 -1.48182 0.89611
7 C 0.50018 -1.33770 -0.06085
8 H 3.72934 -0.25381 -0.62703
9 H 2.18172 -0.49875 -1.90624
10 H 2.97015 -1.71595 -0.85979
11 H 2.70003 0.67590 1.45591
12 H 0.96716 0.41341 3.26905
13 H -1.45332 -0.60297 2.46231
14 H -1.26259 -2.25927 0.91688
15 H 0.43951 -2.07355 -0.83952
16 C -1.95764 1.43883 -0.37951
17 C -2.21747 1.29797 -1.93450
18 H -2.29425 2.32724 0.03828
19 H -2.34023 0.62119 0.16103
20 H -0.88373 1.29201 -0.35999
21 H -2.94220 0.41564 -2.29358
22 H -2.52543 2.27494 -2.22315
23 H -1.51505 0.96519 -2.60898

***

The structure with the least stability is <y>.